Entry 1:
The following is a quantum chemistry calculation of a gas-phase ion, C2H8IN4 (charge +1) in a non-equilibrium geometry, from the OMol25 dataset.

## Properties
SMILES: [H]/N=[N+](\I)[C@@H](C)NN
M, g/mol: 215.018
Orbital gap, Ha: 0.306

Geometry as ORCA input:
```
! RIJCOSX wB97M-V def2-TZVPD def2/J DEFGRID3
* xyz 1 1
H 0.482 1.516 0.179
H -2.597 0.026 0.715
H -1.249 1.371 -1.623
I -0.578 -1.914 1.822
H 1.991 -0.188 1.719
H 2.657 0.421 0.246
N 0.057 0.013 -1.082
C 1.875 -0.213 0.606
N -1.695 0.530 0.561
H -1.617 -0.328 -1.995
C 0.567 0.493 0.147
H 1.697 -1.255 0.143
N -0.624 0.078 0.996
H 0.263 -0.947 -0.998
N -1.229 0.397 -1.435
*
```

---

Entry 2:
The following is a quantum chemistry calculation of a molecular structure, C2H8InN4O2 in a non-equilibrium geometry, from the OMol25 dataset.

## Properties
M, g/mol: 234.930
Orbital gap (alpha / beta), Ha: 0.251 / 0.165

Geometry as ORCA input:
```
! RIJCOSX wB97M-V def2-TZVPD def2/J DEFGRID3
* xyz 4 2
In 8.997 14.032 -6.762
N 10.730 16.956 -10.113
H 10.063 14.500 -11.933
O 9.625 15.239 -9.381
O 9.084 16.955 -6.980
H 10.820 15.989 -12.232
H 11.360 17.291 -10.829
H 11.489 17.871 -6.355
N 10.625 18.345 -6.132
N 10.369 15.387 -11.558
H 9.020 19.608 -5.551
H 7.576 18.676 -6.009
C 9.456 17.950 -6.477
C 10.229 15.749 -10.308
N 8.574 18.832 -6.017
H 10.788 19.242 -5.697
H 10.701 17.386 -9.200
*
```

---

Entry 3:
The following is a quantum chemistry calculation of a molecular structure, C2H8Li3O12S2 in a non-equilibrium geometry, from the OMol25 dataset.

## Properties
M, g/mol: 309.031
Orbital gap (alpha / beta), Ha: 0.163 / 0.163

Geometry as ORCA input:
```
! RIJCOSX wB97M-V def2-TZVPD def2/J DEFGRID3
* xyz -2 2
H 0.122 2.526 -2.091
O -0.237 -1.369 3.805
H -1.010 -1.838 4.121
O -3.109 -1.246 2.325
O -1.019 -1.175 1.154
C 0.385 1.190 -3.769
O 3.519 -2.106 -0.719
Li -2.318 1.894 -0.212
O -2.320 0.778 1.295
S -2.381 -0.663 1.209
O 1.724 -0.730 -0.230
Li 0.044 0.147 0.386
H 1.450 1.497 2.549
O -0.826 0.904 -1.339
Li -0.078 -2.687 0.360
H -1.399 2.074 -2.915
O 0.946 1.568 1.738
H -0.348 -1.337 2.855
C -0.463 1.702 -2.500
O 1.706 0.680 -3.594
O -2.993 -1.053 -0.036
H 0.659 2.481 1.713
O 3.221 -1.166 1.505
H 0.550 1.982 -4.499
O 1.797 -2.796 0.838
H -0.242 0.462 -4.284
S 2.619 -1.719 0.337
*
```

---

Entry 4:
The following is a quantum chemistry calculation of 2 unconnected molecules or ions with the total composition C2H8N, from the OMol25 dataset.

## Properties
M, g/mol: 46.093
Orbital gap, Ha: 0.372

Geometry as ORCA input:
```
! RIJCOSX wB97M-V def2-TZVPD def2/J DEFGRID3
* xyz 1 1
N 1.925 0.097 0.060
H 2.516 -0.045 0.886
H 0.912 -0.085 0.276
C -2.266 0.348 0.037
H 2.024 1.062 -0.282
C -1.248 -0.495 0.047
H -2.838 0.568 -0.845
H -2.556 0.876 0.934
H -0.985 -1.067 -0.828
H -0.748 -0.748 0.975
H 2.223 -0.553 -0.676
*
```

---

Entry 5:
The following is a quantum chemistry calculation of a gas-phase ion, C2H8N (charge +1) in a non-equilibrium geometry, from the OMol25 dataset.

## Properties
SMILES: CC[NH3+]
M, g/mol: 46.093
Orbital gap, Ha: 0.474

Geometry as ORCA input:
```
! RIJCOSX wB97M-V def2-TZVPD def2/J DEFGRID3
* xyz 1 1
C -0.476 0.105 -0.354
H -1.233 -0.683 -0.532
H 1.402 -1.133 -0.571
H -1.387 0.342 1.585
N -0.363 0.093 1.167
H 1.263 0.738 -0.760
C 0.813 -0.244 -0.965
H 0.322 0.722 1.432
H 0.724 -0.355 -2.113
H -0.061 -0.690 1.731
H -1.003 1.105 -0.619
*
```

---

Entry 6:
The following is a quantum chemistry calculation of 2 unconnected molecules or ions with the total composition C2H8N in a non-equilibrium geometry, from the OMol25 dataset.

## Properties
M, g/mol: 46.093
Orbital gap, Ha: 0.318

Geometry as ORCA input:
```
! RIJCOSX wB97M-V def2-TZVPD def2/J DEFGRID3
* xyz 1 1
H 1.563 -1.162 0.451
H 0.359 1.670 0.619
H -1.654 1.595 -1.284
H -0.825 0.678 1.493
N 1.760 -1.827 -0.264
C -1.757 1.279 -0.244
H 2.760 -1.920 -0.454
H 1.340 -1.596 -1.177
H -2.697 0.978 -0.034
H 1.419 -2.715 0.024
C -0.673 1.265 0.612
*
```

---

Q: What is the formula in the first record?
A: C2H8IN4